{"formula": "C23H16N4O6PtS2", "method": "ωB97M-V/def2-TZVPD", "total_charge": -2, "relative_energy_kcal_mol": 4.57, "elements": ["Pt", "O", "C", "C", "O", "C", "C", "O", "C", "O", "O", "S", "C", "C", "C", "C", "N", "C", "C", "C", "S", "C", "N", "H", "H", "C", "C", "N", "C", "C", "C", "O", "C", "C", "C", "C", "N", "C", "H", "H", "H", "H", "H", "H", "H", "H", "H", "H", "H", "H", "H", "H"], "positions_angstrom": [[0.34153, 1.94116, 0.78366], [-2.83004, 0.08515, 6.16681], [-2.20032, 0.32859, 5.15339], [-1.70817, 1.67808, 4.72384], [-1.92318, 2.73704, 5.30883], [-0.98809, 1.47046, 3.47623], [-1.03293, 0.07950, 3.09337], [-0.52244, -0.34121, 2.03913], [-1.82239, -0.66218, 4.09240], [-2.14616, -1.84112, 4.05465], [-0.45773, 2.38358, 2.74861], [1.14345, 2.29763, -1.28320], [2.86030, 2.07661, -1.13924], [3.66643, 2.12766, -2.26988], [5.05082, 1.99183, -2.18415], [5.84372, 2.04470, -3.36688], [6.47116, 2.07802, -4.33238], [5.64124, 1.80362, -0.92131], [4.83549, 1.75528, 0.21241], [3.44972, 1.88960, 0.13107], [2.47588, 1.82211, 1.55869], [7.05487, 1.65965, -0.79170], [8.19477, 1.54846, -0.67063], [3.21000, 2.27474, -3.24102], [5.29404, 1.60802, 1.18261], [-1.20919, -3.08024, -3.54057], [-1.92600, -3.44461, -2.24655], [-1.98436, -2.33151, -1.31047], [-1.07853, -2.36814, -0.15003], [0.38468, -2.12637, -0.48778], [-2.93962, -1.39564, -1.51991], [-3.78691, -1.49464, -2.40383], [-2.89766, -0.19497, -0.62597], [-3.93551, 0.09524, 0.25327], [-3.81497, 1.20928, 1.06433], [-2.65617, 1.96378, 1.01202], [-1.65460, 1.67340, 0.18040], [-1.79985, 0.63806, -0.64437], [-1.15503, -3.94660, -4.20418], [-0.19532, -2.73302, -3.33747], [-1.75370, -2.28690, -4.05320], [-1.41519, -4.26548, -1.74175], [-2.94532, -3.76112, -2.47042], [-1.19230, -3.35091, 0.31599], [-1.38546, -1.64267, 0.59925], [0.82166, -2.96052, -1.04559], [0.93299, -1.98961, 0.44362], [0.51778, -1.21313, -1.07041], [-4.80076, -0.55313, 0.30922], [-4.58083, 1.47087, 1.78111], [-2.48309, 2.79499, 1.68103], [-0.96871, 0.45662, -1.31309]], "forces_ev_per_a": [[0.238, 1.078, 0.431], [-0.042, -0.022, 0.032], [-0.049, 0.004, 0.115], [0.061, 0.183, -0.093], [0.008, 0.014, 0.008], [-0.135, -0.361, -0.021], [0.112, 0.582, -0.055], [-0.125, -0.624, 0.001], [0.013, -0.071, -0.048], [0.016, -0.018, -0.015], [0.203, -0.335, -0.005], [-0.046, -0.317, -0.312], [-0.006, 0.058, 0.046], [0.236, -0.012, -0.074], [-0.290, 0.034, 0.216], [0.140, -0.042, -0.230], [-0.017, 0.030, 0.010], [-0.285, 0.001, 0.080], [0.136, 0.009, -0.082], [-0.034, -0.028, -0.133], [-0.206, 0.063, 0.096], [0.261, -0.010, 0.056], [-0.029, -0.006, -0.004], [-0.007, -0.007, 0.009], [0.002, 0.009, -0.014], [-0.004, 0.008, -0.005], [-0.017, 0.028, -0.027], [0.074, 0.003, 0.051], [-0.057, 0.036, -0.024], [-0.014, -0.028, -0.061], [0.102, -0.095, -0.010], [-0.026, -0.009, -0.002], [-0.314, 0.024, 0.127], [0.165, 0.039, -0.108], [-0.092, -0.002, -0.006], [-0.112, 0.232, 0.056], [0.023, -0.148, 0.268], [0.144, -0.200, -0.315], [0.001, 0.009, -0.003], [-0.018, -0.011, -0.013], [0.018, -0.007, 0.007], [0.021, 0.000, 0.012], [-0.019, -0.022, 0.002], [-0.031, -0.015, 0.007], [-0.017, 0.000, -0.042], [0.001, 0.029, -0.004], [0.010, -0.028, 0.013], [-0.010, 0.018, 0.014], [0.007, 0.012, -0.009], [0.003, -0.002, -0.007], [-0.008, -0.025, 0.033], [0.012, -0.060, 0.032]]}

=====

{"formula": "C28H57BrO15P4", "method": "ωB97M-V/def2-TZVPD", "relative_energy_kcal_mol": 0.00, "smiles": "O=C(OCCCc1ccccc1)P(O)Br.CCOP(=O)(OCC)OCC.CCOP(=O)(OCC)OCC.CCOP(=O)(OCC)OCC", "elements": ["O", "C", "O", "C", "C", "C", "C", "C", "C", "C", "C", "C", "P", "O", "Br", "H", "H", "H", "H", "H", "H", "H", "H", "H", "H", "H", "H", "C", "C", "O", "P", "O", "O", "C", "C", "O", "C", "C", "H", "H", "H", "H", "H", "H", "H", "H", "H", "H", "H", "H", "H", "H", "H", "C", "C", "O", "P", "O", "O", "C", "C", "O", "C", "C", "H", "H", "H", "H", "H", "H", "H", "H", "H", "H", "H", "H", "H", "H", "H", "C", "C", "O", "P", "O", "O", "C", "C", "O", "C", "C", "H", "H", "H", "H", "H", "H", "H", "H", "H", "H", "H", "H", "H", "H", "H"], "positions_angstrom": [[2.01815, 2.26180, 1.08627], [1.06877, 1.58849, 0.78583], [-0.20819, 1.99984, 0.98314], [-0.86038, 2.51110, -0.20925], [-1.45183, 1.38601, -1.08488], [-2.99434, 1.46852, -1.18503], [-3.61037, 0.65326, -0.06212], [-3.62923, -0.73234, -0.17798], [-4.15177, -1.49733, 0.85180], [-4.64335, -0.86025, 1.97914], [-4.63030, 0.51333, 2.09707], [-4.10602, 1.28648, 1.06558], [1.33914, -0.14753, 0.07216], [2.71900, -0.53852, 0.81775], [1.91908, 0.22016, -2.07305], [-0.14385, 3.06585, -0.81729], [-1.64382, 3.16116, 0.16794], [-0.97434, 1.33230, -2.06154], [-1.21802, 0.45746, -0.55919], [-3.33117, 1.08869, -2.14994], [-3.33839, 2.49975, -1.08924], [-3.20860, -1.18277, -1.06950], [-4.13563, -2.57445, 0.75477], [-5.03835, -1.46555, 2.78559], [-5.01765, 1.01963, 2.97137], [-4.05931, 2.36572, 1.14278], [2.86760, -1.48936, 0.74915], [7.54808, -6.00646, 0.81331], [7.23050, -4.52726, 0.90750], [6.22070, -4.25726, 1.88174], [6.60471, -3.86576, 3.40422], [7.81148, -3.02330, 3.39024], [5.39301, -2.87088, 3.77570], [5.63705, -1.55031, 4.26962], [5.57062, -0.54069, 3.14473], [5.88197, -5.06554, 4.17524], [6.47198, -6.37188, 4.25810], [7.91111, -6.34703, 4.72939], [8.01737, -6.36562, 1.73206], [8.23667, -6.19722, -0.01035], [6.63975, -6.58770, 0.64991], [8.13664, -3.95593, 1.11566], [6.83822, -4.17707, -0.04802], [6.59070, -1.49788, 4.79319], [4.85514, -1.34447, 5.00213], [6.21862, -0.82473, 2.31530], [5.86519, 0.45018, 3.49248], [4.55453, -0.48165, 2.75294], [6.37299, -6.87895, 3.29531], [5.86532, -6.93276, 4.96790], [8.54129, -5.74890, 4.06399], [8.31627, -7.35817, 4.76343], [7.98009, -5.91056, 5.72612], [0.04074, -6.43726, -3.82070], [0.01385, -6.42661, -5.33652], [-0.48070, -5.19142, -5.85417], [0.51813, -3.98768, -6.26035], [1.73753, -4.55854, -6.85671], [-0.28630, -3.32441, -7.49015], [0.33060, -3.13466, -8.76407], [-0.00843, -4.27276, -9.70379], [-0.01936, -2.85288, -5.27209], [0.35059, -2.82735, -3.88476], [1.84389, -2.93467, -3.66261], [0.77138, -5.72155, -3.43669], [0.31472, -7.42590, -3.45079], [-0.93610, -6.17155, -3.41487], [1.00487, -6.64913, -5.73606], [-0.66281, -7.20332, -5.69455], [1.40864, -3.01743, -8.66144], [-0.06131, -2.19642, -9.16002], [0.21496, -5.23771, -9.24912], [0.55344, -4.18498, -10.63485], [-1.07343, -4.26536, -9.94030], [-0.19278, -3.60855, -3.34713], [-0.00590, -1.87560, -3.49181], [2.24887, -3.85890, -4.08821], [2.06766, -2.92216, -2.59674], [2.36294, -2.10157, -4.13612], [-3.07332, 6.07587, 3.80544], [-3.32596, 6.69287, 2.44338], [-4.71908, 6.73449, 2.13398], [-5.61602, 8.04066, 2.45233], [-4.80875, 9.24687, 2.20544], [-6.67813, 7.98338, 1.24110], [-6.87595, 9.10112, 0.37410], [-6.05805, 8.95446, -0.89186], [-6.68640, 7.39107, 3.44612], [-6.38061, 7.14299, 4.82664], [-5.79669, 8.34834, 5.53379], [-3.46568, 6.71230, 4.60189], [-2.00374, 5.94836, 3.97534], [-3.55738, 5.10154, 3.88454], [-2.87459, 7.68503, 2.39094], [-2.85270, 6.07960, 1.67524], [-6.64636, 10.03560, 0.88439], [-7.93925, 9.11779, 0.12989], [-5.01066, 8.75873, -0.66265], [-6.12129, 9.85848, -1.49924], [-6.42246, 8.11364, -1.48393], [-5.72315, 6.27381, 4.90447], [-7.32157, 6.86343, 5.29875], [-4.87347, 8.68728, 5.05371], [-5.57086, 8.10605, 6.57207], [-6.50039, 9.18096, 5.51563]], "forces_ev_per_a": [[-0.657, -0.458, 0.056], [1.496, 1.038, -0.162], [0.214, -0.171, -0.291], [-0.039, -0.637, -0.558], [-0.352, 0.121, 0.489], [0.211, -0.332, 0.347], [0.092, 0.574, -0.770], [-0.086, 0.147, 0.312], [0.354, 0.146, -0.455], [-0.291, -0.557, 0.528], [0.124, 0.545, -0.191], [0.002, -0.468, 0.116], [-1.266, -1.281, 0.147], [0.225, 0.626, -0.054], [0.152, 0.545, 0.221], [0.049, 0.317, 0.346], [0.087, 0.110, 0.011], [-0.012, 0.209, -0.026], [0.021, -0.130, -0.234], [-0.015, 0.007, 0.005], [0.072, 0.059, -0.206], [-0.080, -0.119, 0.009], [-0.152, -0.039, 0.184], [-0.045, 0.045, 0.033], [-0.035, -0.191, 0.110], [-0.108, 0.016, 0.001], [0.045, -0.041, 0.089], [-0.076, -0.045, 0.180], [0.219, 0.008, -0.430], [0.489, -0.521, 0.462], [-3.728, 2.914, -1.968], [1.214, -1.828, 1.081], [0.055, -0.305, 0.160], [0.029, 0.296, -0.065], [-0.151, -0.014, -0.160], [1.964, -0.382, 0.653], [0.024, -0.499, 0.033], [0.035, 0.193, -0.029], [0.043, 0.007, -0.030], [0.000, 0.038, -0.009], [-0.003, 0.015, -0.044], [-0.086, 0.078, 0.144], [-0.092, 0.043, 0.063], [0.077, -0.115, -0.115], [-0.050, -0.115, -0.026], [0.148, -0.023, 0.115], [-0.024, -0.002, 0.017], [-0.002, 0.076, 0.016], [0.030, 0.153, -0.077], [-0.113, 0.149, 0.008], [0.004, -0.066, 0.007], [-0.027, -0.019, -0.011], [-0.001, -0.009, 0.000], [-0.001, 0.197, 0.021], [0.029, -0.481, 0.055], [0.559, 0.308, 0.590], [-3.716, -0.798, -3.445], [1.242, 0.780, 1.947], [0.090, 0.137, 0.305], [0.012, -0.071, -0.282], [-0.164, -0.091, 0.002], [1.991, -0.063, 0.709], [-0.071, 0.093, 0.521], [0.059, -0.170, -0.241], [0.026, -0.043, 0.002], [0.001, -0.014, -0.037], [-0.018, -0.041, -0.014], [-0.009, 0.154, -0.099], [-0.056, 0.089, -0.062], [0.009, -0.117, 0.104], [-0.062, 0.011, 0.096], [0.158, 0.041, 0.026], [-0.001, 0.018, 0.004], [0.004, 0.022, -0.015], [0.021, -0.107, -0.148], [-0.060, 0.036, -0.166], [-0.028, 0.008, 0.061], [-0.017, 0.014, 0.013], [0.006, 0.006, 0.024], [-0.154, 0.023, 0.062], [0.485, -0.151, 0.039], [-0.005, 0.319, 0.759], [-0.924, -2.004, -4.629], [-0.048, 0.447, 2.399], [-0.056, -0.019, 0.339], [0.024, 0.114, -0.266], [0.038, -0.168, -0.081], [0.783, 1.443, 1.323], [-0.016, -0.226, 0.449], [0.047, 0.105, -0.162], [0.050, 0.015, 0.000], [0.007, 0.009, -0.034], [0.033, -0.021, -0.029], [-0.200, 0.083, -0.083], [-0.128, 0.007, -0.073], [0.131, -0.060, 0.065], [-0.013, -0.093, 0.067], [0.014, 0.139, 0.091], [-0.016, 0.001, 0.008], [-0.023, 0.015, -0.006], [0.079, 0.055, -0.144], [-0.077, 0.009, -0.170], [-0.004, -0.028, 0.060], [-0.009, -0.033, 0.002], [-0.001, -0.005, 0.007]]}

=====

{"formula": "C5H23NO7", "method": "ωB97M-V/def2-TZVPD", "relative_energy_kcal_mol": 24.84, "smiles": "CC[C@@H](C=O)NC.O.O.O.O.O.O", "elements": ["C", "C", "C", "C", "O", "N", "C", "H", "H", "H", "H", "H", "H", "H", "H", "H", "H", "H", "O", "H", "H", "O", "H", "H", "O", "H", "H", "O", "H", "H", "O", "H", "H", "O", "H", "H"], "positions_angstrom": [[-1.67799, 1.49293, -1.39998], [-0.40854, 1.12899, -0.65701], [-0.16075, -0.40354, -0.64386], [0.10690, -0.85010, -2.05682], [-0.77425, -1.34026, -2.73139], [1.04026, -0.70335, 0.16970], [1.09788, -2.15663, 0.51196], [-1.93894, 2.59405, -1.32116], [-2.55066, 0.92748, -1.02670], [-1.56875, 1.26327, -2.40692], [-0.46628, 1.49010, 0.39471], [0.49989, 1.70071, -1.07620], [-1.10360, -0.94545, -0.22788], [1.08851, -0.69884, -2.44180], [1.00006, -0.14460, 1.03001], [1.97871, -2.32643, 1.16111], [1.26271, -2.79785, -0.35629], [0.19649, -2.54237, 1.03001], [-2.08119, -2.23790, 1.38035], [-1.76684, -1.44717, 1.80825], [-2.52869, -1.90903, 0.59002], [0.91641, 1.57311, 2.38511], [1.44984, 1.52659, 3.17963], [1.48191, 1.99339, 1.75992], [-3.08633, -1.55244, -1.38594], [-3.53447, -2.34039, -1.71732], [-2.27946, -1.44011, -1.94578], [3.32951, 0.59830, -0.87509], [2.62198, -0.01836, -0.55849], [3.30427, 0.66217, -1.77798], [-1.23247, -0.02648, 2.62637], [-0.46849, 0.54482, 2.46036], [-1.76564, 0.47421, 3.18216], [2.65463, 2.67929, 0.69374], [2.39947, 3.35299, 0.16002], [2.96392, 1.87892, 0.08319]], "forces_ev_per_a": [[-0.944, 1.373, 1.770], [1.008, 0.860, 0.430], [-0.352, 0.038, 1.125], [-2.139, -0.459, 0.893], [0.704, 0.157, -0.483], [-0.406, -0.710, -0.086], [0.416, 0.013, 0.879], [0.463, -1.232, -0.024], [0.421, 0.214, -0.064], [0.022, -0.343, -2.019], [-0.039, -0.452, -0.621], [-1.170, -0.989, 0.354], [1.727, 0.977, -0.873], [1.230, 0.165, -0.527], [-0.034, -0.391, -0.350], [-0.436, 0.157, -0.240], [-0.068, 0.353, -0.282], [0.356, 0.433, -0.298], [-0.400, -0.835, -0.551], [0.209, 0.658, 0.640], [-0.250, -0.264, -0.151], [-1.028, -0.913, 1.425], [0.018, -0.064, 0.300], [1.212, 1.114, -1.557], [0.040, -0.037, -0.134], [0.116, 0.161, 0.049], [-0.569, -0.286, 0.230], [0.244, -0.292, 3.728], [-0.226, 0.018, -0.211], [-0.161, 0.166, -3.461], [1.372, -1.087, -1.274], [0.256, 0.102, -0.045], [-1.703, 1.232, 1.566], [1.798, -4.862, 1.431], [-1.131, 3.108, -2.574], [-0.555, 1.917, 1.004]]}